# 1
Molecular formula: C34H30N6OPRe
Method: DFT, ωB97M-V/def2-TZVPD

Each line ends with the Mulliken charge.
Positions of all 73 atoms, in Å:
Re 0.1494 0.1837 0.0479  2.55
N -3.1663 1.9340 2.4032  0.15
C -1.9702 1.7139 1.9043  -0.43
N -1.7519 0.9129 0.8776  -0.54
C -2.8421 0.2904 0.2580  0.45
N -2.6375 -0.4120 -0.8095  -1.54
N -1.3413 -0.3158 -1.2474  0.55
C -1.1202 -0.5615 -2.4975  -0.33
C 0.2211 -0.2712 -2.9230  0.62
C 0.6665 -0.4146 -4.2245  -0.98
C 1.9674 -0.0438 -4.5355  -0.61
C 2.7683 0.4588 -3.5228  -1.20
C 2.2596 0.5629 -2.2417  -0.20
N 1.0065 0.2116 -1.9185  0.17
C -4.1617 0.4412 0.8225  0.69
C -5.2855 -0.2135 0.3038  -0.37
C -6.5194 0.0056 0.8750  -0.85
C -6.6568 0.8776 1.9587  -0.44
C -5.5618 1.5345 2.4868  -0.94
C -4.3201 1.3085 1.9113  0.19
H -3.2479 2.5660 3.1905  0.32
H -1.1292 2.2042 2.3770  0.66
H -1.9230 -0.8871 -3.1478  0.63
H -0.0044 -0.8038 -4.9783  0.56
H 2.3411 -0.1416 -5.5456  0.51
H 3.7874 0.7673 -3.7090  0.54
H 2.8741 0.9424 -1.4418  0.57
H -5.1742 -0.8760 -0.5424  0.52
H -7.3927 -0.4944 0.4799  0.46
H -7.6344 1.0438 2.3907  0.45
H -5.6697 2.2107 3.3249  0.44
N -0.4384 -1.5276 1.4005  -0.46
C 0.5566 -2.1625 2.2793  0.11
C 0.1432 -3.0906 3.2191  -0.62
C 1.0950 -3.7157 4.0129  -0.72
C 2.4432 -3.4226 3.8521  -0.90
C 2.8429 -2.5017 2.9006  -0.14
C 1.8948 -1.8546 2.1058  -0.07
P 2.3912 -0.7039 0.8068  1.23
C 3.4011 0.5695 1.5821  0.95
C 4.2408 1.3902 0.8204  -0.49
C 4.9529 2.4122 1.4249  -0.93
C 4.8330 2.6299 2.7922  -0.70
C 3.9999 1.8230 3.5534  -0.89
C 3.2807 0.8003 2.9539  -0.95
C 3.3694 -1.6313 -0.3765  1.09
C 2.6964 -2.4895 -1.2512  -0.62
C 3.4116 -3.3014 -2.1121  -0.82
C 4.8029 -3.2568 -2.1086  -0.62
C 5.4743 -2.4149 -1.2342  -0.82
C 4.7634 -1.6034 -0.3600  -0.54
H -0.7702 -2.2502 0.7555  0.41
H -1.2655 -1.3059 1.9544  0.38
H -0.9066 -3.3336 3.3329  0.51
H 0.7836 -4.4398 4.7531  0.46
H 3.1810 -3.9179 4.4678  0.48
H 3.8964 -2.2824 2.7739  0.52
H 4.3981 1.2101 -0.2358  0.42
H 5.6210 3.0255 0.8354  0.49
H 5.4013 3.4198 3.2640  0.47
H 3.9158 1.9826 4.6197  0.49
H 2.6381 0.1793 3.5636  0.47
H 1.6112 -2.5402 -1.2476  0.26
H 2.8925 -3.9781 -2.7774  0.50
H 5.3628 -3.8925 -2.7811  0.47
H 6.5555 -2.3982 -1.2198  0.49
H 5.2995 -0.9703 0.3337  0.50
C 1.1415 3.2677 -0.6401  -1.35
C 0.7384 2.0684 0.1272  0.68
O 0.7919 1.9223 1.3446  -0.37
H 0.9897 4.1620 -0.0356  0.49
H 0.6017 3.3349 -1.5818  0.34
H 2.2126 3.1940 -0.8483  0.21

Forces on atoms 1 to 2 (eV/Å):
0.647 0.830 0.203
0.084 0.059 0.045

The calculation puts the gap between HOMO and LUMO (spin up / spin down) at 0.2653 / 0.2293 hartree. The LUMO energy (spin up / spin down) comes out at -9.469 / -10.436 eV. Its multiplicity is 2. As for the net charge: +3.


# 2
Molecular formula: C34H31Cl3IN6OPRuS2Si
Method: DFT, ωB97M-V/def2-TZVPD

Each line ends with the Mulliken charge.
Positions of all 81 atoms, in Å:
Ru 0.9844 -0.2667 0.5118  -0.94
C 3.2346 -3.9795 4.7830  -0.84
S 1.4684 -3.7802 4.4562  -0.03
C 1.5200 -3.1280 2.7819  0.32
S 0.5079 -3.9197 1.6662  -0.37
N 2.3507 -2.1465 2.6334  -1.46
N 2.4204 -1.5369 1.4099  1.53
C 3.5571 -1.5335 0.8148  -1.42
C 3.6481 -0.8578 -0.4650  0.95
C 4.7861 -0.9056 -1.2533  -1.03
C 4.7696 -0.3073 -2.5004  -0.74
C 3.6079 0.3148 -2.9297  -0.98
C 2.5161 0.3458 -2.0855  -1.00
N 2.5260 -0.2198 -0.8748  1.41
H 3.3164 -4.4469 5.7622  0.37
H 3.7358 -3.0162 4.7934  0.25
H 3.6703 -4.6381 4.0355  0.27
H 4.4079 -2.0544 1.2419  0.41
H 5.6655 -1.4121 -0.8822  0.54
H 5.6491 -0.3272 -3.1289  0.47
H 3.5438 0.7896 -3.8973  0.59
H 1.6033 0.8442 -2.3722  0.71
I 0.2188 -2.4844 -0.9932  0.33
C 0.1425 -1.6056 -2.9168  0.85
C 0.8080 -2.3352 -3.8634  -0.54
C 0.6513 -2.0700 -5.2378  -1.12
C -0.2493 -1.1276 -5.6231  -0.91
C -0.9539 -0.3537 -4.6660  0.37
C -1.9310 0.5610 -5.1174  -0.89
C -2.6330 1.3189 -4.2301  -1.34
C -2.2772 1.2754 -2.8755  -0.57
C -1.3117 0.4260 -2.3749  0.75
P -0.7826 0.9385 -0.6717  3.59
C -0.5725 2.7254 -1.0619  0.26
C 0.0219 3.0880 -2.2739  0.13
C 0.2430 4.4155 -2.5875  -0.75
C -0.1317 5.4127 -1.6963  -0.80
C -0.7422 5.0667 -0.5041  -0.66
C -0.9641 3.7320 -0.1891  -0.71
C -2.3236 0.8602 0.3052  1.27
C -3.4879 0.2593 -0.1668  -0.74
C -4.6262 0.2097 0.6270  -0.86
C -4.6169 0.7665 1.8959  -0.91
C -3.4587 1.3640 2.3774  -1.03
C -2.3178 1.4021 1.5932  -0.27
C -0.7021 -0.5129 -3.2686  -0.84
H 1.4348 -3.1636 -3.5570  0.48
H 1.1952 -2.6555 -5.9656  0.47
H -0.4552 -0.9534 -6.6713  0.42
H -2.1167 0.6342 -6.1815  0.44
H -3.4028 2.0016 -4.5609  0.44
H -2.7473 1.9911 -2.2126  0.62
H 0.2965 2.3363 -3.0035  0.09
H 0.7059 4.6725 -3.5309  0.46
H 0.0415 6.4523 -1.9381  0.41
H -1.0539 5.8338 0.1918  0.47
H -1.4559 3.5012 0.7426  0.43
H -3.5156 -0.1816 -1.1542  0.38
H -5.5230 -0.2600 0.2452  0.47
H -5.5094 0.7417 2.5072  0.44
H -3.4438 1.8050 3.3660  0.50
H -1.4115 1.8408 1.9938  0.08
C -2.5002 -2.2274 4.5729  -1.19
N -1.5180 -1.4105 3.8908  0.45
C -0.4465 -0.6906 4.5495  -0.69
C 0.3350 -0.1859 3.3598  -0.06
O 1.3229 0.5097 3.3864  -0.61
N -0.2659 -0.6325 2.2030  2.40
C -1.3438 -1.3570 2.5692  -2.00
N -2.1638 -1.9575 1.7206  0.45
H -2.5989 -1.8689 5.5943  0.43
H -2.1986 -3.2767 4.5938  0.29
H -3.4746 -2.1264 4.0936  0.37
H 0.1785 -1.3411 5.1648  0.30
H -0.8157 0.1446 5.1484  0.44
H -1.9055 -1.9879 0.7476  0.01
H -2.8007 -2.6606 2.0521  0.28
Cl 3.8921 1.4056 2.0506  -0.32
Si 2.0646 1.7847 1.1667  0.84
Cl 1.0371 3.1567 2.3145  -0.27
Cl 2.6707 2.9752 -0.4309  -0.29

Forces on atoms 1 to 2 (eV/Å):
-0.432 -0.318 -0.133
-0.006 0.225 0.096

The calculation puts the gap between HOMO and LUMO (spin up / spin down) at 0.2469 / 0.2089 hartree. The LUMO energy (spin up / spin down) comes out at -3.325 / -4.339 eV. Its multiplicity is 2. As for the net charge: +1.


# 3
Molecular formula: C34H31CuN4O4
Method: DFT, ωB97M-V/def2-TZVPD

Each line ends with the Mulliken charge.
Positions of all 74 atoms, in Å:
Cu 0.3203 0.6798 -0.5208  -0.68
N -2.9242 0.9877 -1.9612  -0.42
C -3.2144 2.0102 -1.0813  0.49
C -4.4065 1.9818 -0.3490  -0.55
C -4.7698 3.0336 0.4715  -0.47
C -3.9508 4.1510 0.5721  -0.86
C -2.7697 4.1781 -0.1556  -0.48
C -2.3711 3.1270 -0.9756  0.72
C -1.0878 3.2550 -1.7287  1.41
C -0.9779 4.3447 -2.5988  -0.65
C 0.2099 4.6453 -3.2439  -0.66
C 1.3236 3.8547 -3.0030  -0.70
C 1.2080 2.7614 -2.1539  0.57
C 0.0111 2.4114 -1.5107  -1.36
H -3.3630 0.0995 -1.7844  0.28
H -1.9716 0.9091 -2.2880  0.11
H -5.0528 1.1176 -0.4469  0.46
H -5.7008 2.9851 1.0238  0.38
H -4.2208 4.9825 1.2094  0.39
H -2.1063 5.0317 -0.0686  0.44
H -1.8539 4.9605 -2.7751  0.44
H 0.2635 5.4883 -3.9223  0.37
H 2.2744 4.0873 -3.4691  0.37
H 2.0964 2.1564 -1.9869  0.26
O 1.8302 -0.5823 0.1510  -0.66
C 1.9818 -0.8343 1.3442  -0.66
C 1.5410 -0.0414 2.4660  1.15
C 1.9625 -0.4685 3.7250  -0.31
C 1.6642 0.2608 4.8452  -0.59
C 0.9447 1.4673 4.7436  -0.44
C 0.5070 1.8972 3.5294  -0.71
C 0.7393 1.1449 2.3274  0.15
O 0.2027 1.5344 1.2479  0.24
N 2.1084 -0.2050 6.1471  1.04
O 1.8538 0.4918 7.1202  -0.67
O 2.7197 -1.2609 6.2083  -0.65
H 2.5318 -1.7521 1.6161  0.32
H 2.5239 -1.3894 3.8226  0.44
H 0.7461 2.0322 5.6436  0.48
H -0.0630 2.8106 3.4275  0.48
C -4.0651 -0.7362 2.0330  -1.29
C -2.6591 -0.2721 2.4135  -0.31
C -1.7757 -1.4364 2.7689  0.41
C -1.7285 -1.8948 4.0750  -0.33
C -0.9473 -2.9887 4.4255  -1.19
C -0.2181 -3.6327 3.4442  -0.40
C -0.2430 -3.2110 2.1155  0.93
C 0.6080 -3.9509 1.1101  -1.33
C -0.0217 -5.2664 0.6479  -1.48
C -1.0293 -2.1011 1.7730  -0.31
N -0.9667 -1.5304 0.4981  1.13
C -1.1416 -2.2059 -0.5713  -1.02
C -0.8137 -1.6975 -1.8691  0.31
C -1.0411 -2.3016 -3.1051  -0.92
C -0.5134 -1.4324 -4.0675  -0.95
C 0.0260 -0.3558 -3.3598  -0.39
N -0.1281 -0.5221 -2.0332  0.60
H -4.7057 0.1145 1.8072  0.34
H -4.5212 -1.3084 2.8444  0.39
H -4.0280 -1.3812 1.1512  0.24
H -2.7159 0.4080 3.2667  0.59
H -2.2264 0.2804 1.5807  -0.56
H -2.2999 -1.3705 4.8328  0.47
H -0.9005 -3.3248 5.4530  0.40
H 0.4133 -4.4750 3.7084  0.44
H 1.5736 -4.1699 1.5756  0.53
H 0.8122 -3.3189 0.2437  0.43
H -0.1499 -5.9500 1.4891  0.39
H 0.5999 -5.7587 -0.1018  0.42
H -1.0076 -5.0957 0.2136  0.32
H -1.5538 -3.2239 -0.5500  0.30
H -1.5556 -3.2373 -3.2635  0.49
H -0.5179 -1.5503 -5.1389  0.46
H 0.5224 0.5196 -3.7511  0.45

Forces on atoms 1 to 2 (eV/Å):
-0.757 0.375 -0.193
-0.029 -0.027 -0.164

The calculation puts the gap between HOMO and LUMO (spin up / spin down) at 0.2647 / 0.2638 hartree. The LUMO energy (spin up / spin down) comes out at 2.269 / 2.246 eV. Its multiplicity is 2. As for the net charge: -1.


For reference, M by record: 755.84; 997.19; 623.19 u.